Record 1
Entry from the OMol25 dataset: C25H20OPSn as an isolated structure (ωB97M-V/def2-TZVPD).

```
! wB97M-V def2-TZVPD RIJCOSX def2/J DEFGRID3
* xyz 3 1
Sn 2.16011 -0.40143 -0.35561
C 4.93654 -1.22420 -0.37088
C 4.91342 -0.79270 -1.69489
C 4.67061 0.55002 -1.98479
C 4.45743 1.47110 -0.95154
C 4.47817 1.04305 0.37646
C 4.71539 -0.30705 0.66762
H 5.20268 -2.24778 -0.13737
H 5.15535 -1.48341 -2.49260
H 4.72821 0.89714 -3.00885
H 4.35278 2.52454 -1.17875
H 4.38492 1.75835 1.18370
H 4.81562 -0.63030 1.69737
O 0.34629 0.12029 -3.45249
C -0.73268 0.02540 -3.14419
C -2.03077 -0.12305 -2.70219
C -3.09075 -0.08105 -3.62963
C -4.37398 -0.28516 -3.16989
C -4.58394 -0.50881 -1.81562
C -3.52061 -0.56957 -0.90172
C -2.22131 -0.36005 -1.30268
P -0.83150 -0.57588 -0.10212
C -0.25782 1.05755 0.40507
C 0.75555 1.00928 1.39817
C 1.32386 2.18931 1.88598
C 0.92922 3.40590 1.35107
C -0.02915 3.44999 0.34164
C -0.62503 2.28308 -0.13407
C -1.59470 -1.37732 1.30334
C -2.00757 -0.67833 2.43909
C -2.60868 -1.37187 3.47855
C -2.79978 -2.74502 3.38420
C -2.38553 -3.44101 2.25336
C -1.77086 -2.76267 1.21413
H -2.88742 0.10019 -4.67775
H -5.20536 -0.26734 -3.86126
H -5.59490 -0.64946 -1.45318
H -3.73178 -0.76492 0.14155
H 0.95883 0.06501 1.91727
H 2.03569 2.15484 2.70113
H 1.35195 4.32514 1.73429
H -0.32924 4.40585 -0.06817
H -1.40487 2.34977 -0.88301
H -1.86691 0.39321 2.51797
H -2.93723 -0.83790 4.36002
H -3.27205 -3.27700 4.19935
H -2.54177 -4.50909 2.18486
H -1.43642 -3.30666 0.33707
*
```

The electronic energy comes out at -1594.49600 Eh. As for the energy relative to the best compared isomer or geometry (same formula, charge and spin): 1.2 kJ/mol. The LUMO energy is -11.095 eV. As for the HOMO energy: -0.6373 hartree.


Record 2
Entry from the OMol25 dataset: C32H59N4OP2PbS as an isolated structure (ωB97M-V/def2-TZVPD).

```
! wB97M-V def2-TZVPD RIJCOSX def2/J DEFGRID3
* xyz 3 1
C 0.43686 -2.46291 -1.78873
C 2.33235 -1.61279 -0.61248
C 1.21545 -3.42108 -2.44800
C 3.20399 -2.50885 -1.22900
C 2.59446 -3.43118 -2.13218
H 0.73155 -4.09584 -3.16953
H 4.28150 -2.47288 -0.97607
H 3.24961 -4.16880 -2.61901
N 1.00511 -1.73903 -0.80191
P -1.67623 -0.44407 -2.04993
P 1.73385 -0.17030 1.86745
C -1.05313 -2.20778 -2.08606
H -1.33701 -2.57262 -3.09070
H -1.68826 -2.73820 -1.34274
C -1.73196 1.73613 0.98001
O -1.99481 2.88874 1.23840
C 2.77812 -0.44020 0.24759
H 3.80078 -0.57070 0.63879
C 2.19509 1.44469 2.73473
C 1.73153 -1.70698 2.92063
C -0.94899 0.49822 -3.50429
C -3.53338 -0.42259 -1.90841
C 1.29272 2.63250 2.29845
H 0.34733 2.65367 2.85991
H 1.83915 3.55844 2.54199
H 1.07292 2.66106 1.22089
C 2.02722 1.27683 4.25547
H 0.96748 1.12824 4.51847
H 2.63061 0.43877 4.63602
H 2.37087 2.21182 4.72449
C 3.65898 1.72850 2.36435
H 4.09492 2.33192 3.17443
H 4.27136 0.81666 2.27310
H 3.72203 2.29722 1.42345
C 0.71949 -1.55291 4.10259
H -0.09400 -0.84398 3.87622
H 0.25487 -2.53039 4.29482
H 1.24345 -1.24409 5.01431
C 1.29602 -2.93451 2.07693
H 0.41457 -2.74072 1.44841
H 2.11458 -3.30635 1.44728
H 1.01796 -3.73554 2.77598
C 3.20235 -1.85516 3.39507
H 3.92396 -1.17200 2.90747
H 3.26767 -1.71756 4.48467
H 3.52703 -2.87354 3.15126
C -3.98450 1.04965 -1.71182
H -5.08687 1.06290 -1.72698
H -3.65271 1.46496 -0.74196
H -3.61538 1.72292 -2.50419
C -4.03115 -1.26860 -0.70937
H -3.51762 -2.24295 -0.62678
H -3.87751 -0.70492 0.19688
H -5.12517 -1.42000 -0.79984
C -4.10705 -1.07558 -3.17035
H -3.46516 -1.91440 -3.49897
H -5.07723 -1.50510 -2.88181
H -4.26211 -0.33647 -3.96871
C 0.43815 -0.09309 -3.81346
H 0.36849 -1.12262 -4.19663
H 0.91512 0.53661 -4.57789
H 1.08792 -0.07222 -2.92745
C -0.79980 2.01146 -3.12715
H 0.25849 2.27333 -3.00390
H -1.22465 2.62304 -3.93766
H -1.28752 2.30242 -2.18384
C -1.85077 0.32101 -4.73479
H -2.06765 -0.74290 -4.93113
H -2.78697 0.89134 -4.63254
H -1.30091 0.71988 -5.59924
Pb -0.03214 0.26928 -0.16910
N 1.57222 1.59536 -0.89185
C 2.61610 0.90814 -0.60837
C 3.78972 1.59864 -1.34527
C 5.09668 1.00306 -0.91717
C 3.55564 1.35891 -2.83520
C 3.68920 3.11322 -1.02794
H 5.24487 1.13262 0.16103
H 5.13918 -0.06009 -1.18528
H 5.87569 1.55047 -1.45038
H 2.60819 1.82530 -3.14175
H 4.37487 1.80953 -3.40087
H 3.49671 0.28182 -3.05763
H 4.66107 3.50889 -0.72483
H 3.32113 3.63508 -1.91507
H 2.95103 3.33598 -0.23925
C -5.88184 1.25928 1.89541
N -4.44383 1.26187 1.89732
C -3.65321 0.30106 2.22922
S -2.01360 0.17223 1.70884
N -3.98591 -0.91513 2.75484
C -4.94507 -1.04684 3.81781
H -6.27443 0.19955 1.77689
H -6.30447 1.88125 1.08269
H -6.26451 1.64061 2.87128
H -3.92020 2.04842 1.45710
H -3.19246 -1.50359 2.71124
H -5.94183 -1.11781 3.33651
H -4.69186 -1.97170 4.37619
H -4.90441 -0.16591 4.50856
*
```

The electronic energy comes out at -2821.64849 Eh. The LUMO energy (spin up / spin down) is -9.725 / -9.727 eV. As for the HOMO energy (spin up / spin down): -0.5782 / -0.5784 hartree.


Record 3
Entry from the OMol25 dataset: a 5-piece molecular cluster, C14H22F2N5O overall (ωB97M-V/def2-TZVPD).

```
! wB97M-V def2-TZVPD RIJCOSX def2/J DEFGRID3
* xyz 1 1
C 2.86188 1.05688 1.60136
C 1.67213 0.19311 1.35936
C 0.32434 0.61117 0.51342
F 0.59117 0.18760 -0.91218
N -0.80414 -0.25837 1.02131
C -2.19662 0.25117 0.70555
C -2.29100 1.86485 0.98711
O -1.38077 2.54596 0.05340
C 0.00523 2.21813 0.47496
F 0.31199 2.93134 1.76428
H 3.02030 1.44125 2.71367
H 3.60619 1.41222 0.76057
H 1.69452 -0.92573 1.77429
H -0.66718 -0.49653 2.04271
H -0.71233 -1.18860 0.51202
H -2.94291 -0.26232 1.48320
H -2.56351 -0.00561 -0.39180
H -2.05954 2.03561 2.12167
H -3.41405 2.17858 0.79821
H 0.76687 2.68759 -0.31560
C 1.66718 6.20891 1.30050
C 2.86714 5.37734 1.72363
N 3.86265 4.68755 2.07461
H 0.74227 5.70605 1.59614
H 1.70700 7.19129 1.77915
H 1.66943 6.34124 0.21511
C 2.56781 -4.53033 0.61537
C 2.04667 -3.75045 1.81148
N 1.61426 -3.10352 2.80371
H 3.63918 -4.35021 0.49104
H 2.40195 -5.60047 0.76714
H 2.04580 -4.21418 -0.29191
C -2.74359 -0.01807 -4.27814
C -3.51860 0.51179 -3.08270
N -4.16160 0.95133 -2.09105
H -1.67048 0.11464 -4.11521
H -2.95375 -1.08221 -4.41670
H -3.03631 0.52337 -5.18188
C -0.86777 -5.21425 -2.21719
C -0.56351 -4.33393 -1.01597
N -0.31119 -3.60361 -0.01948
H -0.00293 -5.84254 -2.44747
H -1.72652 -5.85584 -2.00118
H -1.09771 -4.59218 -3.08653
*
```

The electronic energy comes out at -1094.80764 Eh. The LUMO energy is -3.964 eV. As for the HOMO energy: -0.4238 hartree.


Record 4
Entry from the OMol25 dataset: one molecule with the formula C6H9NO (ωB97M-V/def2-TZVPD).

```
! wB97M-V def2-TZVPD RIJCOSX def2/J DEFGRID3
* xyz 0 1
C 0.77783 -0.36543 -0.00447
C 0.56787 0.90773 -0.97925
C -0.64932 1.37365 0.06868
C 0.39433 0.69728 1.09469
C -1.39210 0.17414 -0.28459
C -0.55084 -0.97234 -0.54778
H 2.45508 -0.10594 0.32859
H 0.18153 0.54968 -1.88198
H 1.59103 1.59602 -0.98195
H -0.92030 2.54944 0.22127
H -0.18255 0.46775 2.01235
H 1.10509 1.42339 1.28863
H -2.10093 0.20342 -1.00539
H -1.30444 -0.95224 1.50296
H -0.72642 -1.55670 -1.62974
N -1.58609 -1.08870 0.49302
O 2.01474 -0.93052 0.07630
*
```

The electronic energy comes out at -363.81341 Eh. As for the energy relative to the best compared isomer or geometry (same formula, charge and spin): 553.5 kJ/mol. The LUMO energy is 0.827 eV. The SMILES is O[C@]12C[C@H](C1)[C@@H]1N[C@@H]12. As for the HOMO energy: -0.3250 hartree.